No. 1
{
  "formula": "C28H26IrO3S3Se2",
  "method": "the ωB97M-V functional and the def2-TZVPD basis",
  "lumo_energy_ha": [0.0036, -0.0998],
  "homo_ev": [-7.09, -7.81],
  "spin_multiplicity": 6,
  "homo_lumo_gap_ev": [7.19, 5.10],
  "symbols": ["Ir", "O", "C", "C", "C", "O", "C", "Se", "C", "Se", "H", "H", "H", "H", "H", "H", "H", "H", "H", "H", "C", "C", "C", "C", "C", "C", "C", "C", "C", "C", "H", "H", "H", "H", "H", "H", "H", "O", "C", "C", "C", "C", "C", "S", "C", "C", "C", "C", "S", "C", "C", "C", "C", "S", "H", "H", "H", "H", "H", "H", "H", "H", "H"],
  "coordinates": [[0.465, -0.625, 0.304], [2.608, 0.978, 1.671], [3.482, 0.551, 2.679], [3.516, -0.976, 2.732], [4.690, -1.277, 3.695], [4.926, -2.653, 3.907], [3.888, -1.618, 1.389], [2.619, -1.807, -0.119], [2.259, -1.606, 3.349], [0.441, -1.020, 2.834], [2.506, 1.937, 1.667], [3.172, 0.938, 3.659], [4.495, 0.914, 2.468], [4.512, -0.751, 4.641], [5.607, -0.876, 3.258], [4.296, -2.998, 4.546], [4.174, -2.650, 1.592], [4.765, -1.111, 0.983], [2.273, -1.459, 4.431], [2.258, -2.678, 3.146], [-2.266, 3.915, 2.214], [-2.412, 2.514, 2.207], [-1.591, 1.740, 1.435], [-0.577, 2.312, 0.625], [0.317, 1.521, -0.164], [1.206, 2.155, -0.995], [1.271, 3.564, -1.064], [0.468, 4.333, -0.271], [-0.479, 3.732, 0.591], [-1.331, 4.507, 1.414], [-2.909, 4.519, 2.842], [-3.186, 2.054, 2.809], [-1.734, 0.667, 1.400], [1.881, 1.579, -1.617], [1.977, 4.029, -1.743], [0.543, 5.415, -0.292], [-1.230, 5.586, 1.388], [-1.392, -1.121, -0.449], [-1.942, -1.239, -1.729], [-1.490, -0.101, -2.649], [-0.618, -0.117, -3.695], [-0.464, 1.156, -4.310], [-1.233, 2.112, -3.726], [-2.157, 1.482, -2.432], [-3.463, -1.194, -1.588], [-4.167, -1.261, -0.428], [-5.573, -1.166, -0.623], [-5.905, -1.030, -1.932], [-4.520, -0.999, -2.944], [-1.494, -2.581, -2.310], [-0.214, -3.045, -2.365], [-0.118, -4.365, -2.880], [-1.332, -4.883, -3.198], [-2.601, -3.777, -2.871], [-0.101, -1.004, -4.031], [0.188, 1.341, -5.152], [-1.323, 3.155, -3.987], [-3.686, -1.378, 0.532], [-6.295, -1.194, 0.180], [-6.884, -0.939, -2.377], [0.635, -2.456, -2.045], [0.817, -4.893, -3.003], [-1.570, -5.856, -3.599]],
  "lowdin_spin": [2.583, 0.052, 0.007, 0.013, 0.001, 0.001, 0.071, 0.519, 0.086, 0.821, 0.001, 0.001, 0.001, 0.000, 0.000, 0.000, 0.011, 0.007, 0.007, 0.017, -0.002, 0.007, 0.009, 0.032, 0.185, 0.056, 0.005, 0.018, 0.005, 0.007, 0.000, 0.000, 0.004, 0.005, 0.001, 0.001, 0.001, 0.386, 0.033, 0.012, 0.002, 0.000, 0.000, 0.002, 0.008, 0.001, 0.000, 0.000, 0.002, 0.004, 0.005, 0.001, 0.001, 0.002, 0.000, 0.000, 0.000, 0.000, 0.000, 0.000, 0.006, 0.000, 0.000]
}

***

No. 2
{
  "formula": "C37H94N8O13",
  "method": "the ωB97M-V functional and the def2-TZVPD basis",
  "de_lowest_kcal_mol": 58.60,
  "smiles": "COCCNCCOC.COCCNCCOC.COCCNCCOC.COCCNCCOC.COCCNCCOC.COCCNCCOC.NC(N)=O",
  "lumo_energy_ha": 0.0142,
  "homo_ev": -8.37,
  "homo_lumo_gap_ev": 8.75,
  "symbols": ["C", "O", "N", "N", "H", "H", "H", "H", "C", "O", "C", "C", "N", "C", "C", "O", "C", "H", "H", "H", "H", "H", "H", "H", "H", "H", "H", "H", "H", "H", "H", "H", "C", "O", "C", "C", "N", "C", "C", "O", "C", "H", "H", "H", "H", "H", "H", "H", "H", "H", "H", "H", "H", "H", "H", "H", "C", "O", "C", "C", "N", "C", "C", "O", "C", "H", "H", "H", "H", "H", "H", "H", "H", "H", "H", "H", "H", "H", "H", "H", "C", "O", "C", "C", "N", "C", "C", "O", "C", "H", "H", "H", "H", "H", "H", "H", "H", "H", "H", "H", "H", "H", "H", "H", "C", "O", "C", "C", "N", "C", "C", "O", "C", "H", "H", "H", "H", "H", "H", "H", "H", "H", "H", "H", "H", "H", "H", "H", "C", "O", "C", "C", "N", "C", "C", "O", "C", "H", "H", "H", "H", "H", "H", "H", "H", "H", "H", "H", "H", "H", "H", "H"],
  "coordinates": [[4.193, -1.859, 6.779], [4.307, -2.990, 6.320], [3.475, -0.859, 6.088], [4.733, -1.487, 8.033], [3.600, 0.096, 6.318], [3.071, -1.175, 5.223], [5.232, -2.124, 8.600], [4.396, -0.645, 8.445], [3.285, -1.622, 2.592], [2.324, -0.820, 3.139], [2.271, 0.436, 2.475], [0.824, 0.885, 2.478], [0.109, 0.054, 1.572], [-1.355, 0.306, 1.555], [-2.115, -0.833, 0.883], [-2.653, -1.763, 1.756], [-1.801, -2.467, 2.679], [3.541, -2.498, 3.185], [4.233, -1.044, 2.588], [3.109, -1.888, 1.543], [2.584, 0.317, 1.432], [2.932, 1.128, 3.016], [0.716, 1.909, 2.115], [0.381, 0.823, 3.491], [0.227, -0.930, 1.809], [-1.598, 1.300, 1.189], [-1.702, 0.223, 2.625], [-1.465, -1.342, 0.138], [-2.958, -0.441, 0.312], [-0.893, -2.919, 2.235], [-2.431, -3.307, 2.984], [-1.538, -1.806, 3.517], [-9.855, -0.430, 7.901], [-9.411, 0.744, 7.440], [-9.543, 0.919, 5.986], [-8.133, 1.109, 5.359], [-7.502, -0.173, 5.151], [-6.314, 0.008, 4.301], [-5.472, -1.210, 4.331], [-5.187, -1.382, 5.727], [-4.222, -2.399, 5.995], [-9.892, -0.372, 8.987], [-9.205, -1.263, 7.620], [-10.880, -0.628, 7.562], [-10.181, 1.801, 5.868], [-9.968, 0.018, 5.521], [-7.583, 1.744, 6.075], [-8.179, 1.651, 4.407], [-7.068, -0.428, 6.048], [-5.712, 0.857, 4.647], [-6.664, 0.158, 3.273], [-4.522, -0.987, 3.835], [-5.921, -2.148, 4.006], [-3.476, -2.476, 5.188], [-4.733, -3.378, 6.064], [-3.679, -2.235, 6.925], [-1.915, 5.687, 0.984], [-0.790, 5.433, 0.243], [0.180, 6.457, 0.369], [1.426, 6.014, -0.357], [1.173, 5.806, -1.753], [2.302, 5.333, -2.491], [2.207, 5.544, -3.972], [2.550, 6.862, -4.321], [2.382, 7.026, -5.615], [-2.390, 6.597, 0.599], [-1.686, 5.715, 2.052], [-2.629, 4.877, 0.829], [0.426, 6.621, 1.438], [-0.220, 7.420, 0.011], [1.833, 5.101, 0.134], [2.223, 6.750, -0.153], [0.361, 5.190, -1.770], [2.550, 4.283, -2.272], [3.158, 5.940, -2.167], [1.320, 5.077, -4.438], [3.004, 4.862, -4.378], [3.013, 6.331, -6.191], [2.467, 8.046, -5.961], [1.356, 6.718, -5.918], [1.558, -3.277, -7.830], [0.269, -2.833, -7.573], [0.178, -2.277, -6.370], [-1.240, -2.253, -5.977], [-1.409, -1.462, -4.783], [-2.805, -1.509, -4.352], [-3.107, -0.428, -3.375], [-2.412, 0.751, -3.725], [-3.115, 1.924, -3.420], [1.471, -4.138, -8.514], [1.981, -3.709, -6.922], [2.116, -2.525, -8.386], [0.544, -1.243, -6.426], [0.739, -2.799, -5.586], [-1.628, -3.264, -5.830], [-1.832, -1.853, -6.831], [-1.174, -0.488, -4.943], [-3.114, -2.491, -3.990], [-3.414, -1.353, -5.273], [-2.843, -0.683, -2.337], [-4.200, -0.270, -3.403], [-3.923, 2.137, -4.144], [-2.444, 2.776, -3.460], [-3.589, 1.814, -2.431], [-2.842, -5.913, -2.130], [-2.085, -4.784, -2.499], [-1.049, -4.438, -1.657], [-0.223, -3.323, -2.299], [0.912, -2.940, -1.437], [2.072, -2.416, -2.125], [1.935, -1.063, -2.670], [1.481, -0.323, -1.591], [1.002, 0.892, -1.928], [-2.273, -6.761, -1.712], [-3.281, -6.317, -3.045], [-3.619, -5.612, -1.413], [-0.414, -5.271, -1.296], [-1.463, -4.034, -0.699], [-0.925, -2.470, -2.327], [0.104, -3.609, -3.293], [0.664, -2.308, -0.692], [2.493, -3.135, -2.832], [2.809, -2.433, -1.303], [1.170, -1.010, -3.459], [2.897, -0.707, -3.064], [1.396, 1.439, -2.806], [0.891, 1.539, -1.065], [-0.043, 0.803, -2.321], [5.191, 3.683, -0.941], [5.653, 2.418, -0.559], [5.080, 1.396, -1.351], [5.517, 0.049, -0.800], [6.891, -0.279, -1.229], [7.468, -1.494, -0.532], [7.037, -2.796, -1.157], [5.870, -3.177, -0.550], [5.196, -4.246, -1.197], [4.101, 3.725, -0.934], [5.637, 3.906, -1.926], [5.541, 4.509, -0.315], [5.388, 1.442, -2.410], [3.975, 1.451, -1.339], [4.884, -0.716, -1.277], [5.333, -0.073, 0.275], [7.399, 0.565, -0.956], [7.359, -1.440, 0.566], [8.577, -1.442, -0.643], [7.790, -3.587, -1.041], [6.932, -2.654, -2.243], [4.176, -4.279, -0.805], [5.666, -5.227, -1.080], [5.086, -3.940, -2.254]],
  "lowdin_charge": [-0.605, 0.014, 0.153, 0.137, 0.076, 0.063, 0.081, 0.074, -0.144, -0.214, -0.195, -0.228, -0.062, -0.172, -0.243, -0.207, -0.086, 0.093, 0.094, 0.089, 0.117, 0.130, 0.122, 0.124, 0.091, 0.112, 0.119, 0.115, 0.116, 0.093, 0.088, 0.083, -0.195, -0.195, -0.156, -0.227, -0.056, -0.230, -0.211, -0.220, -0.091, 0.089, 0.087, 0.088, 0.116, 0.116, 0.124, 0.116, 0.109, 0.125, 0.126, 0.114, 0.133, 0.065, 0.092, 0.085, -0.142, -0.201, -0.228, -0.237, -0.051, -0.231, -0.237, -0.140, -0.204, 0.094, 0.091, 0.088, 0.127, 0.131, 0.122, 0.128, 0.116, 0.102, 0.129, 0.131, 0.132, 0.094, 0.092, 0.095, -0.103, -0.154, -0.329, -0.225, -0.054, -0.212, -0.228, -0.213, -0.110, 0.093, 0.089, 0.092, 0.138, 0.114, 0.133, 0.133, 0.106, 0.119, 0.123, 0.114, 0.128, 0.094, 0.083, 0.090, -0.108, -0.192, -0.263, -0.179, -0.041, -0.233, -0.242, -0.185, -0.160, 0.089, 0.085, 0.089, 0.124, 0.122, 0.102, 0.113, 0.086, 0.122, 0.104, 0.118, 0.130, 0.094, 0.081, 0.088, -0.123, -0.183, -0.228, -0.213, -0.047, -0.182, -0.284, -0.199, -0.094, 0.057, 0.098, 0.090, 0.131, 0.113, 0.105, 0.114, 0.100, 0.121, 0.119, 0.123, 0.126, 0.078, 0.090, 0.089]
}

***

No. 3
{
  "formula": "C12H21Cl9O9",
  "method": "the ωB97M-V functional and the def2-TZVPD basis",
  "lumo_energy_ha": [-0.1049, -0.3769],
  "total_charge": 1,
  "homo_ev": [-12.70, -12.70],
  "spin_multiplicity": 2,
  "homo_lumo_gap_ev": [9.84, 2.44],
  "symbols": ["C", "O", "C", "O", "O", "C", "H", "H", "H", "H", "H", "H", "C", "O", "C", "O", "O", "C", "H", "H", "H", "H", "H", "H", "C", "O", "C", "O", "O", "C", "H", "H", "H", "H", "H", "H", "C", "Cl", "Cl", "Cl", "H", "C", "Cl", "Cl", "Cl", "H", "C", "Cl", "Cl", "Cl", "H"],
  "coordinates": [[1.151, -1.253, -1.680], [1.856, -2.349, -2.270], [1.877, -2.638, -3.618], [2.424, -3.593, -4.107], [1.295, -1.623, -4.390], [1.104, -1.696, -5.802], [0.888, -0.436, -2.351], [1.693, -0.814, -0.843], [0.226, -1.675, -1.287], [0.189, -2.138, -6.197], [1.844, -2.375, -6.227], [1.132, -0.701, -6.246], [-1.767, -4.612, -5.063], [-1.314, -3.542, -4.249], [-2.149, -2.609, -3.871], [-3.237, -2.358, -4.409], [-1.571, -1.881, -2.929], [-2.197, -0.636, -2.688], [-1.859, -4.288, -6.100], [-2.684, -5.150, -4.824], [-1.020, -5.403, -5.137], [-1.563, -0.105, -1.978], [-3.241, -0.730, -2.386], [-2.146, -0.068, -3.617], [-0.178, 5.467, 5.419], [-0.027, 4.096, 5.852], [0.397, 3.216, 4.957], [0.640, 3.335, 3.769], [0.457, 2.020, 5.619], [1.132, 0.876, 5.087], [-1.058, 5.675, 4.810], [0.662, 5.883, 4.863], [-0.288, 6.016, 6.354], [0.444, 0.140, 4.673], [1.598, 0.341, 5.914], [1.758, 1.113, 4.226], [-0.189, 1.972, 0.524], [-0.875, 2.821, -0.850], [1.518, 1.731, 0.184], [-0.956, 0.375, 0.770], [-0.409, 2.587, 1.396], [4.276, -0.600, 1.475], [3.210, -0.885, 2.888], [4.357, -2.104, 0.461], [5.945, -0.225, 1.938], [3.918, 0.250, 0.895], [-3.564, 1.671, 4.165], [-2.626, 0.239, 4.600], [-2.822, 2.466, 2.771], [-3.645, 2.757, 5.581], [-4.604, 1.444, 3.931]],
  "lowdin_spin": [0.113, 0.484, -0.003, 0.299, -0.038, -0.002, 0.006, 0.027, 0.067, -0.001, -0.001, 0.000, 0.000, 0.001, 0.000, 0.011, 0.008, 0.000, 0.000, 0.000, 0.000, 0.000, 0.000, 0.000, 0.000, 0.000, 0.000, 0.000, 0.000, 0.000, 0.000, 0.000, 0.000, 0.000, 0.000, 0.000, 0.001, 0.000, 0.018, 0.008, 0.000, 0.000, 0.000, 0.001, 0.000, 0.000, 0.000, 0.000, 0.001, 0.000, 0.000]
}